# C3H6N3O

An isolated ion of composition C3H6N3O and charge -1 in a non-equilibrium geometry (ωB97M-V/def2-TZVPD, OMol25).

Geometry as XYZ:
```
13
Properties=species:S:1:pos:R:3:lowdin_charge:R:1
O 2.98231 -0.07967 -0.01518 -0.13
N 1.77886 0.01047 -0.07349 -0.45
N 1.18018 1.12789 -0.04105 0.02
C -0.31192 1.21366 -0.03120 -0.31
C -1.03315 0.02804 0.37968 -0.26
C -0.33016 -1.21024 -0.21515 -0.39
N 1.08094 -1.36496 0.09164 -0.05
H -0.55859 1.63673 -0.97823 0.07
H -0.67394 2.12450 0.57951 0.11
H -0.79643 -0.00560 1.45068 0.10
H -2.10709 0.12086 0.02665 0.11
H -0.79689 -2.23754 0.16040 0.11
H -0.41412 -1.36413 -1.33425 0.08
```

Calculated values
gap between HOMO and LUMO (spin up / spin down) = 6.865 / 6.864 eV
E_tot = -357.28370 Eh
charge = -1
energy above the lowest of the compared OMol25 structures with the same formula, charge and spin = 19.2 kcal per mole
2S+1 = 1
structure (SMILES) = O=[N+]1[N-]CCC[N-]1